This record from OMol25 describes 2 unconnected molecules or ions with the total composition C4H13NOS. The level of theory is wB97M-V/def2-TZVPD.

As for the charge: 0. Its highest occupied orbital energy is -9.1 eV. The value obtained for the energy relative to the best compared isomer or geometry (same formula, charge and spin) is 108.76 kJ/mol. The calculation puts the lowest unoccupied orbital energy at 0.74 eV. The spin multiplicity is 1. The calculation puts the orbital gap at 9.845 eV. Its SMILES is CN[C@@H](C)CS.O.

Last column: natural (NBO) charge in e.
CARTESIAN COORDINATES (ANGSTROEM)
C: -2.339 0.465 0.355  -0.411
N: -0.919 0.571 -0.073  -0.631
C: -0.170 -0.562 0.470  -0.047
C: 0.156 -1.614 -0.614  -0.638
C: 1.096 -0.033 1.230  -0.531
S: 2.238 -1.352 1.739  -0.048
H: -2.913 1.274 -0.094  0.200
H: -2.316 0.614 1.431  0.194
H: -2.784 -0.491 0.063  0.171
H: -0.950 0.499 -1.084  0.350
H: -0.726 -1.105 1.238  0.180
H: 0.471 -2.532 -0.136  0.228
H: 1.012 -1.229 -1.171  0.202
H: -0.730 -1.833 -1.204  0.210
H: 0.553 0.273 2.120  0.223
H: 1.504 0.857 0.793  0.220
H: 2.059 -1.119 3.044  0.129
O: 1.829 2.392 -3.015  -0.933
H: 1.310 3.165 -2.767  0.468
H: 1.619 1.760 -2.323  0.466

***

This record from OMol25 describes 2 unconnected molecules or ions with the total composition C4H13NOS. The level of theory is wB97M-V/def2-TZVPD.

As for the charge: 0. Its highest occupied orbital energy is -9.1 eV. The value obtained for the energy relative to the best compared isomer or geometry (same formula, charge and spin) is 112.76 kJ/mol. The calculation puts the lowest unoccupied orbital energy at 0.42 eV. The spin multiplicity is 1. The calculation puts the orbital gap at 9.478 eV. Its SMILES is CNCCCS.O.

Last column: natural (NBO) charge in e.
CARTESIAN COORDINATES (ANGSTROEM)
C: 0.815 -0.013 2.578  -0.420
N: 0.961 0.126 1.102  -0.622
C: -0.287 -0.138 0.359  -0.226
C: -0.006 0.155 -1.111  -0.422
C: 0.062 1.685 -1.347  -0.475
S: -1.676 2.355 -1.630  -0.086
H: 1.712 0.467 2.968  0.203
H: 0.897 -1.068 2.873  0.171
H: -0.143 0.371 2.903  0.197
H: 1.582 -0.624 0.843  0.341
H: -1.088 0.477 0.760  0.196
H: -0.649 -1.171 0.480  0.166
H: -0.874 -0.201 -1.676  0.210
H: 0.881 -0.304 -1.540  0.207
H: 0.756 1.978 -2.124  0.215
H: 0.344 2.147 -0.405  0.226
H: -1.587 3.135 -0.565  0.121
O: 1.512 -5.491 1.149  -0.920
H: 1.206 -4.731 0.659  0.459
H: 2.393 -5.522 0.770  0.461

***

This record from OMol25 describes 2 unconnected molecules or ions with the total composition C4H13NOS. The level of theory is wB97M-V/def2-TZVPD.

As for the charge: 0. Its highest occupied orbital energy is -8.6 eV. The value obtained for the energy relative to the best compared isomer or geometry (same formula, charge and spin) is 95.89 kJ/mol. The calculation puts the lowest unoccupied orbital energy at 0.89 eV. The spin multiplicity is 1. The calculation puts the orbital gap at 9.531 eV. Its SMILES is CNCO.CSC.

Last column: natural (NBO) charge in e.
CARTESIAN COORDINATES (ANGSTROEM)
C: -0.996 1.577 -1.661  -0.425
N: -1.926 0.519 -1.287  -0.647
C: -1.975 0.343 0.151  0.100
O: -2.957 -0.593 0.517  -0.709
H: -1.474 2.543 -1.483  0.187
H: -0.780 1.509 -2.729  0.204
H: -0.003 1.564 -1.192  0.170
H: -1.679 -0.320 -1.794  0.361
H: -1.021 -0.024 0.541  0.146
H: -2.198 1.334 0.554  0.142
H: -3.764 -0.248 0.178  0.466
C: 2.476 0.404 0.836  -0.749
S: 1.964 -0.913 -0.284  0.191
C: 1.680 -2.214 0.918  -0.753
H: 3.313 0.089 1.460  0.214
H: 1.652 0.679 1.497  0.211
H: 2.772 1.283 0.269  0.231
H: 1.445 -3.117 0.360  0.233
H: 2.586 -2.386 1.504  0.212
H: 0.887 -2.031 1.646  0.215

***

This record from OMol25 describes 2 unconnected molecules or ions with the total composition C4H13NOS. The level of theory is wB97M-V/def2-TZVPD.

As for the charge: 0. Its highest occupied orbital energy is -9.1 eV. The value obtained for the energy relative to the best compared isomer or geometry (same formula, charge and spin) is 39.24 kJ/mol. The calculation puts the lowest unoccupied orbital energy at 0.78 eV. The spin multiplicity is 1. The calculation puts the orbital gap at 9.844 eV. Its SMILES is C[C@@H](N)CCS.O.

Last column: natural (NBO) charge in e.
CARTESIAN COORDINATES (ANGSTROEM)
C: -1.848 -1.996 -0.130  -0.613
C: -0.742 -0.931 0.001  -0.050
N: 0.517 -1.484 0.522  -0.846
C: -0.532 -0.278 -1.360  -0.413
C: 0.401 0.941 -1.355  -0.501
S: -0.329 2.440 -0.592  -0.059
H: -1.578 -2.782 -0.842  0.201
H: -2.771 -1.534 -0.434  0.212
H: -1.964 -2.498 0.828  0.202
H: -1.120 -0.284 0.761  0.179
H: 0.299 -2.297 1.088  0.358
H: 1.063 -1.885 -0.245  0.352
H: -0.098 -1.036 -2.008  0.205
H: -1.493 0.076 -1.708  0.218
H: 1.304 0.780 -0.770  0.221
H: 0.603 1.183 -2.387  0.223
H: -1.146 1.832 0.277  0.112
O: 2.523 -0.694 2.915  -0.957
H: 1.838 -1.063 3.483  0.467
H: 2.114 -0.342 2.117  0.488

***

This record from OMol25 describes 2 unconnected molecules or ions with the total composition C4H13NOS. The level of theory is wB97M-V/def2-TZVPD.

As for the charge: 0. Its highest occupied orbital energy is -9.1 eV. The value obtained for the energy relative to the best compared isomer or geometry (same formula, charge and spin) is 233.81 kJ/mol. The calculation puts the lowest unoccupied orbital energy at 0.78 eV. The spin multiplicity is 1. The calculation puts the orbital gap at 9.908 eV. Its SMILES is CN[C@@H](C)CS.O.

Last column: natural (NBO) charge in e.
CARTESIAN COORDINATES (ANGSTROEM)
C: 1.781 -1.180 -1.673  -0.439
N: 0.655 -0.272 -1.293  -0.588
C: 0.677 -0.064 0.212  -0.071
C: -0.593 0.834 0.455  -0.668
C: 0.594 -1.209 1.199  -0.608
S: 1.400 -0.861 2.673  0.056
H: 1.651 -2.278 -1.824  0.183
H: 2.544 -1.095 -0.986  0.190
H: 2.053 -0.884 -2.689  0.202
H: -0.119 -0.886 -1.340  0.336
H: 1.509 0.541 0.388  0.192
H: -0.552 1.450 1.409  0.210
H: -1.410 0.188 0.777  0.207
H: -0.516 1.528 -0.537  0.263
H: 1.094 -2.147 0.902  0.230
H: -0.435 -1.501 1.103  0.208
H: 0.680 0.190 2.891  0.097
O: -3.756 2.518 -0.891  -0.950
H: -3.132 1.953 -0.460  0.477
H: -4.125 3.174 -0.315  0.474

***

This record from OMol25 describes 2 unconnected molecules or ions with the total composition C4H13NOS. The level of theory is wB97M-V/def2-TZVPD.

As for the charge: 0. Its highest occupied orbital energy is -8.9 eV. The value obtained for the energy relative to the best compared isomer or geometry (same formula, charge and spin) is 240.18 kJ/mol. The calculation puts the lowest unoccupied orbital energy at 0.47 eV. The spin multiplicity is 1. The calculation puts the orbital gap at 9.352 eV. Its SMILES is NCCCCS.O.

Last column: natural (NBO) charge in e.
CARTESIAN COORDINATES (ANGSTROEM)
N: 0.777 0.834 -0.457  -0.836
C: 0.466 0.662 1.037  -0.244
C: -0.706 1.596 1.322  -0.414
C: -1.719 1.512 0.109  -0.415
C: -2.025 0.217 -0.745  -0.479
S: -2.024 -1.208 0.386  -0.034
H: 1.669 1.484 -0.356  0.350
H: 1.311 -0.013 -0.617  0.349
H: 0.181 -0.316 1.331  0.211
H: 1.404 1.072 1.629  0.165
H: -1.286 1.406 2.250  0.207
H: -0.277 2.647 1.553  0.205
H: -1.431 2.397 -0.486  0.220
H: -2.662 1.820 0.540  0.196
H: -1.426 0.121 -1.542  0.219
H: -2.980 0.329 -1.138  0.205
H: -1.490 -1.843 -0.499  0.096
O: 4.333 -3.996 -1.658  -0.933
H: 3.988 -3.899 -0.728  0.466
H: 3.897 -4.822 -1.930  0.467